i | 18
Properties=species:S:1:pos:R:3:mulliken_charge:R:1 method="wB97M-V/def2-TZVPD" gap_ev=9.07
C -0.0472 -0.9868 0.0022 -0.82
C 1.3956 -1.3724 0.0009 -0.39
C 1.3423 1.1393 0.0010 -0.25
C 0.0756 1.6421 0.0190 -0.12
C -1.3617 1.2051 -0.0150 -0.05
C -2.0732 0.0537 -0.0077 -0.44
C -1.5086 -1.3730 0.0095 -0.65
H -0.0397 -0.3559 0.8980 0.42
H -0.0263 -0.3507 -0.8720 0.44
H 1.7424 -1.8887 -0.8967 0.26
H 1.7512 -1.8895 0.8917 0.26
H 2.1303 1.8989 -0.0043 0.32
H 0.1372 2.7358 0.0380 0.18
H -2.0013 2.0874 -0.0155 0.25
H -3.1550 0.1680 -0.0383 0.35
H -1.8456 -1.9410 -0.8606 0.35
H -1.8470 -1.8966 0.9036 0.34
O 2.0272 -0.0520 -0.0130 -0.44

---

ii | 18
Properties=species:S:1:pos:R:3:mulliken_charge:R:1 method="wB97M-V/def2-TZVPD" gap_ev=8.64
C -0.7596 1.8310 -0.9901 -0.78
C -0.4292 1.5283 0.5411 -0.55
C 0.2639 0.0992 0.4654 0.76
C 1.3010 0.1649 1.2401 -0.81
C -0.1632 -0.9950 -0.1431 0.11
C -0.9636 -1.9866 0.4974 -0.86
C 0.8821 -1.6310 -1.1316 -0.02
H -0.6689 0.4282 -1.3237 0.24
H 0.1146 2.8282 -1.6609 0.22
H -2.0135 2.2784 -1.3810 0.25
H 0.1326 2.2967 1.0924 0.39
H -1.3792 1.3698 0.9604 0.25
H 1.6889 -0.7550 1.7781 0.25
H 1.7733 1.1751 1.7240 0.20
H -1.3638 -1.8508 1.4250 0.38
H -0.8919 -2.9713 -0.0005 0.20
H 0.5815 -2.7282 -1.4920 0.22
O 1.8951 -1.0820 -1.6011 -0.44

---

iii | 18
Properties=species:S:1:pos:R:3:mulliken_charge:R:1 method="wB97M-V/def2-TZVPD" gap_ev=5.32
C -0.4006 -1.2355 -0.5118 -0.96
C -1.4787 -0.1331 -0.3019 -0.08
C -0.6447 1.2174 -0.4885 -0.82
C 0.7356 1.0642 0.3749 0.04
C 0.6014 -0.1298 1.4287 -0.72
C 0.9705 -0.9561 0.2008 0.08
C 1.4781 0.2558 -0.5148 -0.58
H -0.8504 -2.1292 -0.0961 0.39
H -0.2497 -1.3338 -1.5731 0.46
H -1.9816 -0.2709 -1.2925 0.31
H -1.1955 2.0592 0.0472 0.37
H -0.3460 1.5072 -1.4922 0.45
H 1.0367 2.1158 0.5990 0.39
H 1.4407 -0.0028 2.1087 0.35
H -0.4577 -0.3167 1.8061 0.33
H 1.4485 -1.9947 0.2960 0.35
H 1.9415 0.2762 -1.4501 0.49
O -2.0481 0.0068 0.8595 -0.83

---

iv | 18
Properties=species:S:1:pos:R:3:mulliken_charge:R:1 method="wB97M-V/def2-TZVPD" gap_ev=5.31
C 0.8940 0.7601 0.7598 -0.96
C 1.2365 -0.5545 0.5331 -0.24
C 0.7601 -1.0688 -0.7708 -0.54
C -0.6556 -0.2101 -1.2278 -0.25
C -1.5386 -0.3442 0.2042 -0.78
C -0.8034 0.9155 0.5003 -0.01
C -0.7051 1.1554 -0.9149 -0.28
H 0.9618 0.7556 1.9183 0.30
H 1.4752 1.5693 0.5450 0.61
H 2.3050 -0.4963 0.5606 0.48
H 0.4531 -2.1907 -0.4511 0.35
H 1.2896 -0.9301 -1.8023 0.32
H -1.0083 -0.6813 -2.2731 0.36
H -2.6252 -0.2194 0.0623 0.33
H -1.0717 -1.0470 1.0421 0.33
H -1.1410 1.7509 1.1216 0.44
H -0.7926 2.1849 -1.3883 0.39
O 0.9663 -1.3493 1.5807 -0.85

---

Q: Which of them is the most stable? A: i.

---

i | 18
Properties=species:S:1:pos:R:3:mulliken_charge:R:1 method="wB97M-V/def2-TZVPD" gap_ev=9.63
C 1.0047 -0.7015 -1.4599 -0.67
C 0.0911 -1.2572 -0.7325 0.45
C -0.6592 -0.5681 0.5487 -0.64
C 0.2249 0.4111 1.2063 -0.66
C 0.3748 2.8282 0.2728 -0.70
C 0.7844 1.3977 0.2827 0.71
C -0.5040 -2.6182 -1.3070 -1.21
O 1.6514 2.3668 0.7358 -0.48
H 1.1304 0.8697 -0.7282 0.44
H -1.4603 -0.0941 -0.0423 0.29
H -1.1859 -1.3784 1.1452 0.37
H -0.5254 0.9005 1.7761 0.33
H 0.9969 0.0242 1.7797 0.31
H 0.1750 3.5566 -0.4181 0.35
H -0.1899 3.0360 1.2127 0.16
H -0.8545 -2.5799 -2.3813 0.30
H -1.3738 -2.8235 -0.7010 0.33
H 0.3195 -3.3697 -1.1897 0.30

---

ii | 18
Properties=species:S:1:pos:R:3:mulliken_charge:R:1 method="wB97M-V/def2-TZVPD" gap_ev=10.13 smiles="C1=C[C@H]2CC[C@@H](C1)O2"
C 1.4342 -0.5413 -1.0141 -0.62
C 1.4379 -0.9992 0.5612 -0.60
C 0.3960 0.2119 1.0766 0.19
C 0.1265 0.3572 -0.9884 -0.49
C -1.3207 1.0111 -1.0828 -0.37
C -1.7883 0.4657 0.2951 -0.42
C -1.0035 0.0170 1.2010 -0.52
H 2.4820 -0.2120 -1.3799 0.26
H 1.3186 -1.4033 -1.5539 0.33
H 2.4478 -0.6608 0.9595 0.30
H 1.1641 -2.0989 0.8082 0.31
H 0.8085 0.4325 2.1174 0.44
H -0.4420 -0.4942 -0.6373 0.49
H -1.2655 2.0703 -1.2279 0.32
H -2.0265 0.6584 -2.0129 0.26
H -2.8705 0.6140 0.5240 0.32
H -1.4518 -0.5514 2.1432 0.23
O 0.5533 1.1229 0.2111 -0.42

---

Q: Which of them is the most stable? A: i.

---

i | 18
Properties=species:S:1:pos:R:3:mulliken_charge:R:1 method="wB97M-V/def2-TZVPD" gap_ev=10.48 smiles="C=CC(=C)CCC=O"
O 0.3859 -3.3021 1.1105 -0.50
C 0.3903 -2.1147 0.9633 0.00
C 0.0628 -1.5215 -0.4196 -0.45
C -1.0150 -0.4585 -0.2553 -1.12
C -0.6411 1.0092 0.0148 0.64
C -0.8321 1.6248 1.1861 -0.95
C 1.5578 1.5198 -0.8428 -0.83
C 0.3110 1.3046 -1.1047 -0.48
H 0.2427 -1.3459 1.7461 0.35
H 0.9230 -1.1040 -0.7054 0.41
H -0.1283 -2.4134 -1.0206 0.33
H -1.6348 -0.8067 0.5238 0.65
H -1.6002 -0.4024 -1.2596 0.24
H -1.3623 1.1059 1.9392 0.27
H -0.5902 2.6110 1.5441 0.32
H 2.2671 1.6653 -1.6194 0.29
H 1.9451 1.4163 0.1165 0.36
H -0.2817 1.2124 -1.9169 0.46

---

ii | 18
Properties=species:S:1:pos:R:3:mulliken_charge:R:1 method="wB97M-V/def2-TZVPD" gap_ev=10.21 smiles=c1ccccc1.CO
C 2.2351 0.2089 -0.1717 -0.61
C -0.8523 1.2479 0.5383 -0.34
C -0.5041 0.2084 1.4522 -0.69
C -0.9673 -1.0130 1.0173 -0.19
C -1.4086 -1.2337 -0.2243 -0.31
C -1.3851 -0.2473 -1.1668 -0.39
C -1.0966 1.0200 -0.7868 -0.23
H 0.7183 -0.5985 -0.7921 0.37
H 2.9826 -0.1230 0.4912 0.22
H 2.7834 0.2718 -1.1700 0.26
H 1.7528 1.1269 0.1157 0.30
H -0.6110 2.2315 0.9495 0.36
H -0.2156 0.3954 2.4087 0.56
H -0.8322 -1.7364 1.7640 0.33
H -1.5048 -2.2885 -0.6344 0.23
H -1.4830 -0.5869 -2.1960 0.34
H -1.1090 2.0046 -1.3701 0.25
O 1.4974 -0.8879 -0.2247 -0.45

---

Q: Which of them is the most stable? A: ii.

---

i | 12
Properties=species:S:1:pos:R:3:mulliken_charge:R:1 method="wB97M-V/def2-TZVPD" gap_ev=8.90 smiles="[H]/N=C/N/C=N/N"
C 0.0651 0.2015 -0.4480 -0.05
C -0.3951 -0.2204 1.9205 0.06
H 1.1809 0.8938 -3.2494 0.23
H -0.1625 -0.1080 -2.8460 0.23
H -0.9861 -0.1959 -0.6580 0.28
H 1.4067 0.2944 1.0773 0.30
H 0.2131 -0.2410 2.8371 0.28
H -1.8476 -1.0781 2.7153 0.25
N 0.8496 0.1899 -2.6700 -0.42
N 0.9819 0.3631 -1.3427 -0.32
N 0.3318 0.3839 0.8680 -0.26
N -1.6378 -0.4833 1.7959 -0.60

---

ii | 12
Properties=species:S:1:pos:R:3:mulliken_charge:R:1 method="wB97M-V/def2-TZVPD" gap_ev=9.63
C -1.3507 0.5520 0.5988 -0.60
N 0.4088 0.9037 0.7350 -0.40
C 1.0314 0.1667 -0.1883 0.57
N 0.1232 -0.8496 -0.6603 -0.08
N 0.3277 -1.9759 -0.1922 -0.44
N 2.0782 0.4570 -0.8701 -0.67
H 0.6643 1.8849 0.7122 0.27
H -0.3971 -2.6360 -0.5099 0.25
H 2.2261 -0.2860 -1.5568 0.25
H -1.5934 0.9453 1.5807 0.29
H -1.6448 1.2383 -0.1906 0.29
H -1.8736 -0.4005 0.5416 0.26

---

iii | 12
Properties=species:S:1:pos:R:3:mulliken_charge:R:1 method="wB97M-V/def2-TZVPD" gap_ev="8.18 / 8.42"
N 0.9086 -0.3059 -1.3970 -0.13
N -1.5792 -0.7673 0.6321 -0.49
C 1.3914 0.6135 -0.4239 -0.24
C 0.2553 1.0159 0.4185 -0.38
N 0.4723 -1.1553 -0.3918 -0.60
N -0.2301 -0.4313 0.6158 0.31
H 0.1634 0.0179 -2.0150 0.27
H -1.8294 -1.2364 1.4932 0.21
H -1.9014 -1.1809 -0.2379 0.23
H 2.3598 0.3894 0.0049 0.32
H 0.5135 1.4435 1.3826 0.25
H -0.5244 1.5968 -0.0815 0.24

---

iv | 12
Properties=species:S:1:pos:R:3:mulliken_charge:R:1 method="wB97M-V/def2-TZVPD" gap_ev=9.34
C -1.6414 -1.6586 -0.0215 -0.13
C 1.0688 0.6437 -0.0769 -0.69
N 1.2744 -1.5510 0.2037 -0.49
N -2.4900 0.5748 -0.1471 -0.90
N -2.1548 -0.6010 -0.1614 0.53
N 0.6416 -0.6208 -0.3027 0.12
H -1.7216 -2.6623 -0.3660 0.32
H 0.2281 1.3487 0.0699 0.27
H 1.5518 1.0639 -0.9603 0.23
H 1.8114 0.8497 0.8600 0.26
H 2.0172 -1.2506 0.8062 0.26
H -3.4955 0.7711 0.1077 0.22

---

Q: Which of them is the most stable? A: i.

---

i | 14
Properties=species:S:1:pos:R:3:mulliken_charge:R:1 method="wB97M-V/def2-TZVPD" gap_ev=10.13 smiles=C[C@@](N)(O)NO
C -0.0980 -0.0154 -0.3041 1.26
C 1.0514 0.9538 -0.1701 -1.47
N -0.6514 -0.5459 0.8614 -0.45
N -1.4703 0.8355 -0.5576 -0.77
O 0.6443 -1.5554 1.1630 -0.55
O 0.0028 -0.9195 -1.3209 -0.56
H 0.8984 -1.2863 -1.2685 0.36
H 0.8649 -1.2670 2.0657 0.31
H -1.3085 -1.2805 0.5993 0.28
H -2.1766 0.2083 -0.9295 0.27
H -1.8000 1.2935 0.2856 0.28
H 0.9062 1.6209 0.6817 0.34
H 1.9889 0.4114 -0.0216 0.36
H 1.1480 1.5465 -1.0846 0.35

---

ii | 14
Properties=species:S:1:pos:R:3:mulliken_charge:R:1 method="wB97M-V/def2-TZVPD" gap_ev=8.34
C -0.8283 2.6115 -1.0708 -0.95
C -0.5035 0.8406 0.4404 0.02
N -1.1363 1.9501 0.1778 0.51
N 0.9598 -2.2578 1.0461 -0.73
O -1.9633 2.5264 0.9109 -0.71
O 0.4020 0.2592 -0.4509 -0.52
H -1.8798 2.8938 -1.5477 0.28
H -0.1322 3.4305 -1.1588 0.30
H -0.3960 1.9364 -1.7420 0.35
H -0.7575 0.3283 1.3799 0.32
H 1.6375 -3.0461 0.9751 0.22
H 0.3661 -2.6443 1.7492 0.21
H 1.2775 -1.3527 1.4542 0.29
H 0.6987 -0.6128 -0.0338 0.39

---

iii | 14
Properties=species:S:1:pos:R:3:mulliken_charge:R:1 method="wB97M-V/def2-TZVPD" gap_ev=10.59 smiles="NCNC=O.O"
O 1.5183 0.8404 1.7758 -0.57
C 1.6481 0.0324 0.8267 0.19
N 1.1325 0.1467 -0.4435 -0.27
C 0.0259 1.1603 -0.4170 -0.61
N -1.2099 0.5955 0.0054 -0.55
H 2.1081 -1.0428 0.8684 0.26
H 0.9976 -0.6917 -1.0920 0.34
H 0.3367 1.9736 0.2091 0.38
H -0.1872 1.4894 -1.4552 0.36
H -1.8652 1.2419 -0.4298 0.25
H -1.3481 0.6826 1.0065 0.21
H -1.1907 -2.8288 0.1574 0.29
H -1.1942 -1.3910 -0.5563 0.37
O -0.7719 -2.2084 -0.4556 -0.66

---

Q: Which of them is the most stable? A: iii.

---

i | 14
Properties=species:S:1:pos:R:3:mulliken_charge:R:1 method="wB97M-V/def2-TZVPD" gap_ev=10.72 smiles="NCNC=O.O"
O -2.3517 -1.3387 -0.3272 -0.55
C -2.0344 -0.3516 0.3138 0.09
N -0.9158 0.4335 0.0625 -0.12
C -0.0785 0.2008 -1.1110 -0.48
N 1.1902 -0.5046 -0.7499 -0.65
H -2.4649 -0.0021 1.2919 0.29
H -0.7007 1.0352 0.7382 0.23
H -0.5595 -0.4926 -1.7686 0.37
H 0.0589 1.1094 -1.6594 0.35
H 1.8892 -0.4129 -1.4849 0.22
H 1.0538 -1.5663 -0.5597 0.24
H 2.0212 1.2682 2.0769 0.32
H 1.3542 0.2145 1.1124 0.38
O 1.5380 0.4073 2.0649 -0.70

---

ii | 14
Properties=species:S:1:pos:R:3:mulliken_charge:R:1 method="wB97M-V/def2-TZVPD" gap_ev=10.72 smiles="O=CO.NCN"
N -0.6197 -1.8188 -1.0546 -0.62
C 0.5692 -1.0823 -0.6797 -0.35
N 0.4777 -0.7031 0.7498 -0.70
H -1.3033 -1.7890 -0.2948 0.26
H -1.1270 -1.3507 -1.8091 0.28
H 0.7597 -0.1341 -1.2670 0.26
H 1.4392 -1.7976 -0.6613 0.35
H 0.3586 -1.6705 1.2682 0.29
H 1.4041 -0.4265 0.9319 0.26
O 0.8762 2.9960 0.2470 -0.53
C -0.3574 2.6572 0.4433 0.19
O -0.7919 1.3429 0.3599 -0.47
H -1.1786 3.2597 0.9390 0.32
H -0.5068 0.5167 0.8273 0.46

---

Q: Which of them is the most stable? A: i.

---

i | 5
Properties=species:S:1:pos:R:3:mulliken_charge:R:1 method="wB97M-V/def2-TZVPD" gap_ev=9.47 smiles="O=[N+]([O-])SCl"
N 0.7523 0.0231 -0.0041 0.97
O 1.7383 -0.6142 -0.0506 -0.51
O 0.4943 1.1848 0.0459 -0.51
S -0.8711 -1.0704 0.0099 0.11
Cl -2.1137 0.4767 -0.0010 -0.06

---

ii | 5
Properties=species:S:1:pos:R:3:mulliken_charge:R:1 method="wB97M-V/def2-TZVPD" gap_ev="8.36 / 8.23"
N 0.9842 -1.1894 1.6445 -0.17
O -1.2316 0.7731 0.1120 -0.37
O 0.5050 0.8421 -1.5085 -0.35
S -0.0052 1.4065 -0.2909 0.71
Cl -0.2818 -1.7745 0.9385 0.18

---

Q: Which of them is the most stable? A: i.

---

i | 67
Properties=species:S:1:pos:R:3:mulliken_spin:R:1 method="wB97M-V/def2-TZVPD" gap_ev="11.44 / 10.74" charge=+2 multiplicity=4
Co 0.3657 -0.2860 -0.4651 2.78
O 0.5322 -2.2700 -0.9968 0.03
C 0.2306 -3.2178 -1.7184 0.01
O -0.3375 -4.2535 -1.2126 0.00
C -0.4150 -5.3175 -2.1231 0.00
C -0.4093 -4.6392 -3.4583 0.00
C 0.4447 -3.3799 -3.2502 0.00
H -1.3229 -5.9185 -2.0724 0.00
H 0.3870 -6.0463 -2.0053 0.00
H -1.4072 -4.4327 -3.8453 0.00
H 0.0330 -5.2980 -4.2057 0.00
H 0.1650 -2.4987 -3.8275 0.00
H 1.4735 -3.6214 -3.5173 0.00
O -1.6330 -0.1832 -1.0759 0.04
C -2.8537 0.0229 -1.3879 0.01
O -3.1406 0.4852 -2.5533 0.00
C -4.5985 0.6211 -2.8115 0.00
C -5.0828 0.8744 -1.3816 0.00
C -4.1451 -0.0518 -0.5835 0.00
H -5.0101 -0.3399 -3.1199 0.00
H -4.7494 1.4551 -3.4968 0.00
H -6.1297 0.7072 -1.1285 0.00
H -4.8781 1.9204 -1.1533 0.00
H -4.4501 -1.0968 -0.5296 0.00
H -3.8630 0.3497 0.3898 0.00
O -0.3476 -0.8325 1.4086 0.03
C -1.1226 -0.7612 2.3615 0.00
O -2.4804 -0.6479 2.2044 0.00
C -3.1533 -0.4721 3.4690 0.00
C -2.0169 -0.1451 4.3927 0.00
C -0.8764 -0.9621 3.8697 0.00
H -3.5873 -1.4366 3.7328 0.00
H -3.8241 0.3854 3.4160 0.00
H -2.3430 -0.4592 5.3842 0.00
H -1.7237 0.9007 4.3008 0.00
H -1.0286 -2.0180 4.0935 0.00
H 0.1474 -0.6868 4.1230 0.00
O 0.2199 1.5838 0.3752 0.03
C 0.1845 2.7706 0.6662 0.00
O -0.6082 3.6158 0.0007 0.00
C -0.5241 4.9540 0.4051 0.00
C 0.6457 5.0039 1.4043 0.00
C 0.9411 3.5024 1.7872 0.00
H -1.4493 5.1731 0.9379 0.00
H -0.5646 5.6776 -0.4090 0.00
H 0.6029 5.6575 2.2755 0.00
H 1.4692 5.3274 0.7677 0.00
H 0.6908 3.2885 2.8262 0.00
H 2.0040 3.2609 1.7938 0.00
O 2.3058 -0.2212 0.1147 0.04
C 3.4947 -0.1510 0.5222 0.00
O 4.4941 -0.2914 -0.4163 0.00
C 5.7711 0.0482 0.1958 0.00
C 5.5458 -0.0998 1.7386 0.00
C 4.0608 0.2059 1.9698 0.00
H 5.9949 1.0725 -0.1022 0.00
H 6.5986 -0.5682 -0.1554 0.00
H 6.1977 0.5982 2.2639 0.00
H 5.8082 -1.1053 2.0677 0.00
H 3.9857 1.2756 2.1652 0.00
H 3.6788 -0.3851 2.8022 0.00
C 2.2410 0.3877 -2.9648 0.00
O 0.9691 0.4953 -2.3319 0.03
H 2.8744 1.2151 -2.6447 0.00
H 2.7380 -0.5088 -2.5942 0.00
H 2.1745 0.4372 -4.0516 0.00
H 0.6057 1.3301 -2.6363 0.00

---

ii | 67
Properties=species:S:1:pos:R:3:mulliken_spin:R:1 method="wB97M-V/def2-TZVPD" gap_ev="11.45 / 10.78" charge=+2 multiplicity=4
Co 0.4130 0.3119 -0.3665 2.78
O 1.6890 -0.1618 1.1596 0.02
C 2.5844 -0.0621 2.0222 0.01
O 3.7288 -0.7160 1.9249 0.00
C 4.6810 -0.2412 2.8598 0.00
C 4.0650 1.1654 3.3211 0.00
C 2.6456 0.8946 3.2412 0.00
H 5.6296 -0.2890 2.3250 0.00
H 4.6875 -0.9089 3.7214 0.00
H 4.2969 1.9815 2.6368 0.00
H 4.4131 1.5080 4.2956 0.00
H 2.0557 1.8090 3.1773 0.00
H 2.2864 0.2920 4.0755 0.00
O -1.1962 0.6773 -1.5989 0.04
C -2.3657 0.7040 -1.9986 0.00
O -3.2618 -0.1814 -1.5491 0.00
C -4.5202 -0.0364 -2.1719 0.00
C -4.4036 1.2338 -3.0606 0.00
C -2.9311 1.6571 -3.0414 0.00
H -5.2677 0.0873 -1.3882 0.00
H -4.8051 -0.9134 -2.7531 0.00
H -5.0993 1.9938 -2.7049 0.00
H -4.7495 1.1111 -4.0869 0.00
H -2.7654 2.6853 -2.7198 0.00
H -2.4864 1.4627 -4.0173 0.00
O 0.0070 2.1776 0.5045 0.03
C -0.2387 3.2422 1.0950 0.00
O -0.3715 3.3435 2.4076 0.00
C -0.9354 4.5993 2.7812 0.00
C -1.5448 5.1589 1.5103 0.00
C -0.6775 4.5283 0.4106 0.00
H -0.1334 5.2592 3.1121 0.00
H -1.6178 4.4235 3.6128 0.00
H -1.5782 6.2463 1.5776 0.00
H -2.5961 4.8785 1.4441 0.00
H 0.1493 5.1438 0.0559 0.00
H -1.3568 4.1575 -0.3570 0.00
O 0.9722 -1.5667 -1.0169 0.02
C 1.5616 -2.4519 -1.6685 0.00
O 2.5099 -2.2006 -2.5353 0.00
C 3.0409 -3.4249 -3.1687 0.00
C 2.0376 -4.5450 -2.8267 0.00
C 1.1969 -3.9127 -1.7190 0.00
H 4.0289 -3.7199 -2.8152 0.00
H 3.0048 -3.4362 -4.2581 0.00
H 2.5412 -5.4550 -2.5006 0.00
H 1.4475 -4.7824 -3.7119 0.00
H 1.4763 -4.3731 -0.7713 0.00
H 0.1216 -3.9326 -1.8963 0.00
O -0.9707 -0.6474 0.8135 0.03
C -1.6406 -1.6296 1.1282 0.01
O -1.2542 -2.8570 0.7192 0.00
C -2.0262 -3.8442 1.3474 0.00
C -3.3094 -3.1020 1.7964 0.00
C -2.7901 -1.6957 2.0462 0.00
H -1.4171 -4.1019 2.2139 0.00
H -2.2912 -4.6816 0.7020 0.00
H -3.6027 -3.6581 2.6868 0.00
H -4.0602 -3.1991 1.0122 0.00
H -2.4987 -1.5301 3.0834 0.00
H -3.4769 -0.8833 1.8086 0.00
C 3.1139 0.8756 -1.9980 0.00
O 1.7793 1.1214 -1.6583 0.04
H 3.3506 0.7551 -3.0552 0.00
H 3.7623 1.6995 -1.7000 0.00
H 3.5109 0.0641 -1.3881 0.00
H 1.4512 1.8919 -2.1277 0.00

---

Q: Which of them is the most stable? A: ii.